No. 1
{
  "formula": "C19H31N3O4",
  "method": "ωB97M-V/def2-TZVPD",
  "lumo_energy_ev": 0.6,
  "smiles": "C=C(C)CC(=O)N[C@H]1C[C@H]2CC[C@@H]([C@H]1C)N2C(=O)C(C)(C)NC(=O)OC",
  "symbols": ["C", "C", "C", "C", "C", "O", "N", "C", "C", "C", "C", "C", "C", "C", "C", "N", "C", "O", "C", "C", "C", "N", "C", "O", "O", "C", "H", "H", "H", "H", "H", "H", "H", "H", "H", "H", "H", "H", "H", "H", "H", "H", "H", "H", "H", "H", "H", "H", "H", "H", "H", "H", "H", "H", "H", "H", "H"],
  "coordinates": [[-3.586, 3.052, -2.694], [-4.433, 2.571, -1.789], [-5.455, 1.520, -2.112], [-4.399, 3.025, -0.355], [-3.792, 2.009, 0.612], [-4.147, 1.939, 1.775], [-2.816, 1.237, 0.076], [-2.100, 0.224, 0.840], [-1.980, -1.085, 0.042], [-0.748, -1.136, -0.862], [-0.643, 0.029, -1.860], [0.077, 1.150, -1.072], [0.383, 0.514, 0.298], [-0.723, 0.709, 1.348], [-0.762, 2.133, 1.882], [0.432, -0.918, -0.014], [1.446, -1.818, -0.009], [1.260, -2.964, -0.398], [2.824, -1.419, 0.570], [3.485, -0.340, -0.300], [2.696, -1.010, 2.045], [3.607, -2.644, 0.480], [4.887, -2.762, 0.887], [5.579, -1.883, 1.362], [5.324, -4.028, 0.689], [6.679, -4.252, 1.082], [-2.867, 3.822, -2.439], [-3.602, 2.709, -3.721], [-6.462, 1.908, -1.941], [-5.381, 1.191, -3.148], [-5.337, 0.652, -1.459], [-3.814, 3.943, -0.256], [-5.402, 3.235, 0.019], [-2.609, 1.379, -0.899], [-2.728, 0.053, 1.714], [-1.901, -1.919, 0.743], [-2.890, -1.235, -0.542], [-0.668, -2.110, -1.335], [-0.037, -0.281, -2.711], [-1.615, 0.321, -2.261], [1.008, 1.423, -1.568], [-0.512, 2.062, -0.975], [1.317, 0.878, 0.708], [-0.457, 0.039, 2.173], [-0.931, 2.858, 1.084], [-1.567, 2.251, 2.607], [0.183, 2.386, 2.368], [2.969, 0.616, -0.256], [4.507, -0.194, 0.045], [3.513, -0.672, -1.340], [2.126, -0.094, 2.182], [2.203, -1.807, 2.604], [3.693, -0.860, 2.454], [3.122, -3.446, 0.103], [6.876, -5.297, 0.866], [7.356, -3.613, 0.517], [6.811, -4.053, 2.144]]
}


No. 2
{
  "formula": "C19H31N3O9P",
  "method": "ωB97M-V/def2-TZVPD",
  "charge": 1,
  "lumo_energy_ev": -3.4,
  "symbols": ["N", "P", "O", "N", "C", "C", "N", "C", "H", "H", "H", "H", "H", "H", "H", "O", "C", "O", "C", "C", "C", "H", "H", "H", "H", "H", "H", "O", "C", "O", "C", "C", "C", "H", "H", "H", "H", "H", "H", "O", "C", "O", "C", "C", "C", "H", "H", "H", "H", "H", "H", "O", "C", "O", "C", "C", "C", "H", "H", "H", "H", "H", "H"],
  "coordinates": [[3.627, 2.963, -2.981], [2.980, 1.809, -4.009], [3.228, 0.418, -3.224], [1.202, 2.037, -3.650], [0.615, 3.262, -3.383], [-0.600, 2.988, -2.833], [-0.758, 1.634, -2.861], [0.279, 1.087, -3.507], [3.915, 3.782, -3.500], [3.053, 3.247, -2.188], [3.376, 0.587, -2.280], [1.089, 4.198, -3.595], [-1.256, 3.749, -2.460], [-1.530, 1.127, -2.461], [0.355, 0.077, -3.865], [1.161, 3.687, 0.282], [0.206, 3.481, 0.980], [0.285, 2.875, 2.175], [-1.040, 2.664, 2.718], [-1.931, 3.683, 2.015], [-1.242, 3.797, 0.659], [-1.336, 1.635, 2.502], [-1.013, 2.802, 3.795], [-2.974, 3.381, 1.969], [-1.883, 4.641, 2.531], [-1.600, 3.046, -0.048], [-1.333, 4.792, 0.230], [-2.864, -2.891, 2.830], [-1.778, -2.465, 3.075], [-1.537, -1.136, 3.240], [-0.128, -0.907, 3.417], [0.437, -2.235, 3.906], [-0.483, -3.241, 3.215], [0.290, -0.602, 2.453], [0.010, -0.099, 4.131], [1.492, -2.362, 3.675], [0.317, -2.310, 4.986], [-0.130, -3.505, 2.217], [-0.641, -4.142, 3.800], [4.577, -1.212, -10.176], [4.707, -0.880, -9.042], [3.709, -0.278, -8.334], [4.182, 0.102, -7.037], [5.384, -0.795, -6.764], [5.945, -1.001, -8.170], [4.450, 1.161, -7.062], [3.381, -0.040, -6.315], [6.091, -0.362, -6.058], [5.048, -1.750, -6.359], [6.646, -0.215, -8.454], [6.409, -1.973, -8.301], [-4.079, -4.837, 8.362], [-4.513, -4.192, 7.458], [-4.065, -4.323, 6.184], [-4.689, -3.347, 5.330], [-5.976, -2.956, 6.048], [-5.577, -3.110, 7.515], [-4.005, -2.505, 5.213], [-4.864, -3.790, 4.355], [-6.328, -1.961, 5.782], [-6.765, -3.668, 5.805], [-5.124, -2.202, 7.916], [-6.403, -3.421, 8.148]]
}


No. 3
{
  "formula": "C19H31NO2PdSSi",
  "method": "ωB97M-V/def2-TZVPD",
  "charge": -1,
  "s_squared": 0.771,
  "lumo_energy_ev": [2.8, 2.4],
  "multiplicity": 2,
  "symbols": ["Pd", "O", "C", "O", "C", "C", "C", "C", "C", "N", "H", "H", "H", "H", "C", "C", "C", "C", "Si", "C", "C", "C", "C", "C", "C", "C", "C", "H", "H", "H", "H", "H", "H", "H", "H", "H", "H", "H", "H", "H", "H", "H", "H", "H", "H", "H", "H", "H", "H", "H", "H", "H", "H", "H", "S", "C"],
  "coordinates": [[-1.717, 0.854, 0.525], [-2.665, -1.400, 3.944], [-2.451, -0.947, 2.816], [-1.827, 0.143, 2.601], [-2.942, -1.730, 1.624], [-3.647, -2.907, 1.831], [-4.114, -3.638, 0.759], [-3.893, -3.118, -0.531], [-3.194, -1.944, -0.664], [-2.688, -1.255, 0.369], [-3.789, -3.211, 2.857], [-4.630, -4.576, 0.901], [-4.258, -3.636, -1.405], [-3.006, -1.525, -1.651], [2.932, 2.308, 0.368], [1.406, 2.312, 0.441], [0.892, 3.457, -0.432], [0.971, 2.627, 1.875], [0.550, 0.577, -0.110], [0.531, 0.356, -2.106], [0.198, -1.087, -2.482], [1.844, 0.736, -2.782], [-0.594, 1.226, -2.672], [1.494, -0.966, 0.758], [0.592, -2.202, 0.743], [2.824, -1.324, 0.094], [1.755, -0.659, 2.232], [3.321, 3.289, 0.649], [3.279, 2.087, -0.638], [3.359, 1.577, 1.048], [1.258, 4.411, -0.049], [-0.197, 3.478, -0.413], [1.228, 3.363, -1.461], [1.256, 3.646, 2.137], [1.433, 1.957, 2.592], [-0.115, 2.532, 1.974], [1.010, -1.765, -2.235], [0.021, -1.163, -3.558], [-0.699, -1.416, -1.964], [2.669, 0.139, -2.402], [2.076, 1.785, -2.620], [1.773, 0.572, -3.859], [-1.537, 1.007, -2.156], [-0.729, 1.028, -3.737], [-0.384, 2.283, -2.545], [0.379, -2.546, -0.264], [-0.349, -1.982, 1.238], [1.074, -3.017, 1.287], [2.675, -1.662, -0.927], [3.304, -2.134, 0.647], [3.501, -0.475, 0.079], [0.836, -0.343, 2.721], [2.509, 0.114, 2.356], [2.119, -1.557, 2.736], [-3.236, 3.564, -0.818], [-2.407, 2.761, 0.277]]
}